Entry from the OMol25 dataset: the ion C10H14N3 with charge +1 (ωB97M-V/def2-TZVPD).

XYZ file:
```
27
Properties=species:S:1:pos:R:3:forces:R:3
C 1.225294 2.630998 1.733687 -1.362 -2.758 -0.620
C 1.341702 1.734729 2.795501 -1.008 -0.127 -3.402
C 0.505413 2.171486 0.558182 0.303 3.034 0.292
C 0.888729 0.439096 2.572016 0.372 1.050 2.708
C -0.161438 0.979055 0.473435 0.036 -0.438 -0.338
C 0.145328 0.057152 1.520526 -1.373 -1.485 -2.178
C -1.100466 0.709343 -0.814012 1.062 0.390 3.175
C -0.277428 -1.309806 1.274153 -0.463 -0.440 -0.879
C -0.342206 0.041319 -1.856202 0.396 -1.107 0.008
C -0.670815 0.192750 -3.272593 -1.972 3.669 -1.636
N -0.559569 -3.542237 1.564844 -0.696 -3.112 1.468
N -0.262712 -2.402922 2.017699 0.376 2.419 3.584
N 0.535087 -0.853139 -1.536035 -0.715 1.601 -0.435
H 1.575039 3.607868 1.833436 0.514 1.428 -0.242
H 1.762933 1.948484 3.707743 1.015 0.759 1.826
H 0.377875 2.948418 -0.250930 0.090 -0.957 0.855
H 0.963334 -0.156472 3.464973 0.241 -0.872 -0.094
H -2.050660 0.180028 -0.553252 0.767 0.164 -0.251
H -1.358810 1.689260 -1.136542 -0.466 0.730 -0.484
H -0.661853 -1.562272 0.296157 -0.314 0.024 0.175
H 0.056081 0.435583 -4.075332 0.247 -0.627 1.005
H -1.466290 1.045684 -3.452477 1.560 -1.483 0.767
H -1.238713 -0.654240 -3.530211 -0.518 -1.489 -0.609
H -0.719745 -4.311944 2.340984 0.741 2.397 -1.676
H 0.773697 -1.047993 -0.574603 0.354 -0.215 0.188
H 0.998836 -1.222108 -2.317647 1.192 -1.189 -0.681
H -0.064004 -2.134602 3.092588 -0.380 -1.366 -2.526
```
Positions in Å, forces in eV/Å.

Calculated values
Charge: +1
Energy relative to the best compared isomer or geometry (same formula, charge and spin), kcal/mol: 94.0
HOMO (alpha / beta), eV: -10.60 / -10.61
E_tot, eV: -15057.33811
Orbital gap (alpha / beta), eV: 6.344 / 6.346


Entry from the OMol25 dataset: a structure of composition C16H20B4F28O8Sn (ωB97M-V/def2-TZVPD).

XYZ file:
```
77
Properties=species:S:1:pos:R:3:forces:R:3
Sn 2.340635 -3.937956 -0.379944 -4.454 1.198 -0.164
B -0.706387 -5.641830 0.972485 -0.821 1.302 0.465
F -0.960982 -6.443126 2.074786 -0.429 -0.973 -0.486
F 0.159311 -6.250296 0.024942 1.193 -0.422 -0.265
F -1.763528 -5.094798 0.287749 -0.059 -0.820 0.212
F 0.022062 -4.567999 1.571349 2.229 0.870 -0.723
B -0.429449 -4.072936 -3.187619 -2.475 0.778 -0.387
F -0.799274 -2.748977 -3.451929 1.071 0.307 -0.099
F 0.515663 -4.542830 -4.093259 0.556 -0.308 -0.329
F 0.168577 -4.144253 -1.878975 1.554 -0.318 0.974
F -1.645873 -4.755446 -3.247317 0.941 -0.766 0.211
B 0.598031 -1.237318 0.349817 -2.746 -0.231 -0.354
F 0.408087 -1.783698 -0.947322 1.454 -0.108 -0.322
F 0.177494 0.087853 0.378009 1.062 0.321 -0.083
F -0.148029 -1.984677 1.195726 0.448 0.031 0.681
F 1.979528 -1.415009 0.661530 1.557 -0.639 -0.080
B -3.391393 -2.869506 2.932303 0.695 -1.153 -1.944
F -4.338943 -3.836544 2.497585 0.011 0.135 0.532
F -3.247565 -2.878583 4.310804 -0.037 0.052 0.786
F -2.143400 -3.156198 2.291384 -0.866 0.312 0.973
F -3.823637 -1.619628 2.479477 -0.371 0.772 0.122
C -2.195579 0.175614 4.037060 0.845 1.404 -0.111
C -1.816092 0.606659 2.605267 0.556 -3.053 0.893
O -2.650853 1.660689 2.194600 -0.664 1.389 0.281
C -3.308019 1.670177 1.064807 0.880 -0.233 -0.944
O -3.304116 0.875486 0.174112 -0.169 -0.239 0.175
C -3.965389 3.032443 0.763440 -0.917 -0.568 1.165
F -3.155614 3.735270 -0.037885 -0.384 0.157 -0.100
F -5.154090 2.808555 0.186041 0.333 0.285 -0.635
F -4.257508 3.779212 1.846901 0.524 0.168 -0.028
H -1.606714 -0.682089 4.358732 -0.200 -0.217 -0.316
H -3.258151 -0.022122 4.150232 0.130 -0.161 -0.183
H -1.892437 1.004813 4.685601 -0.270 0.056 0.330
H -1.875825 -0.316987 2.022285 -0.581 0.487 -0.557
H -0.764946 0.886411 2.514152 -0.164 0.561 0.169
C 2.587526 0.016100 3.777277 0.284 -0.291 0.818
C 2.940361 0.971791 2.654414 0.193 -1.229 0.374
O 3.459198 2.212436 3.217914 0.008 -0.569 0.133
C 2.768350 3.309991 3.069368 -0.249 0.067 0.257
O 1.860810 3.508846 2.319044 0.034 0.268 0.108
C 3.287746 4.420848 4.045263 -1.242 -0.268 -0.404
F 3.891279 3.983381 5.156788 0.094 0.053 -0.469
F 4.102547 5.213220 3.354821 0.646 0.331 0.126
F 2.228997 5.153173 4.423320 0.242 0.031 0.127
H 1.894450 0.383656 4.535570 -0.333 0.296 -0.432
H 3.460875 -0.266056 4.371848 0.236 0.075 -0.230
H 2.183665 -0.910420 3.368416 -0.149 0.127 -0.151
H 2.088135 1.041161 1.980733 0.151 0.809 -0.050
H 3.786295 0.523296 2.136639 -0.069 0.260 -0.329
C 0.016190 3.777148 -0.834099 -0.929 1.006 -0.845
C -0.607368 2.507800 -1.366578 1.389 -0.498 1.120
O -1.526903 2.813330 -2.399578 0.163 0.876 -0.434
C -2.204458 1.849139 -2.971694 -0.867 -0.872 -0.202
O -2.326889 0.704522 -2.663020 0.523 0.298 -0.061
C -3.037841 2.370849 -4.176619 -1.479 -0.711 0.379
F -4.358133 2.352371 -3.841397 0.432 0.442 0.351
F -2.751359 3.615363 -4.560109 0.239 -0.189 -0.368
F -2.990438 1.507531 -5.204696 0.868 0.584 -0.121
H -0.735310 4.413563 -0.361672 0.162 -0.314 0.695
H 0.296453 4.431151 -1.667042 0.484 -0.342 -0.181
H 0.885820 3.559276 -0.220726 -0.195 0.072 0.235
H -1.045799 1.919112 -0.562319 -0.301 -0.047 -0.269
H 0.238172 1.924226 -1.740110 -0.420 -0.370 -0.418
C 1.307299 -1.668892 -5.474745 -0.367 -0.311 -0.609
C 2.172913 -2.024515 -4.300807 0.597 -1.043 -0.232
O 2.502752 -0.796097 -3.629341 1.184 1.039 1.047
C 3.319173 -0.817013 -2.582110 -2.062 -0.476 -1.238
O 3.727491 -1.832739 -2.081291 0.602 -0.503 0.830
C 3.604371 0.598257 -1.998508 -0.816 -0.100 -0.735
F 3.015001 0.760172 -0.827993 -0.123 -0.053 0.114
F 4.912369 0.730370 -1.823532 0.542 0.233 -0.108
F 3.151842 1.553331 -2.837319 0.494 -0.318 0.430
H 0.454090 -1.052454 -5.199278 -0.030 -0.180 0.166
H 0.946300 -2.577740 -5.959241 -0.234 -0.125 0.458
H 1.843693 -1.179855 -6.291070 0.365 0.337 0.363
H 3.086522 -2.534601 -4.629846 0.319 0.541 -0.167
H 1.798224 -2.785413 -3.613636 -0.814 0.687 0.061
```
Positions in Å, forces in eV/Å.

Calculated values
Charge: -2
Energy relative to the best compared isomer or geometry (same formula, charge and spin), kcal/mol: 0.0
HOMO, eV: -4.69
E_tot, eV: -117949.31883
Orbital gap, eV: 5.783


Entry from the OMol25 dataset: a structure of composition C42H34Cl2IN3O3P2RuSe2 (ωB97M-V/def2-TZVPD).

XYZ file:
```
90
Properties=species:S:1:pos:R:3:forces:R:3
Ru 2.197147 -0.532654 -1.841341 0.035 0.132 2.244
Se -3.433432 3.228261 0.041271 -0.030 -0.667 0.638
P -2.781854 1.356355 0.875332 -0.946 2.051 -0.732
C -2.412756 1.577846 2.622134 0.212 -0.461 0.041
C -3.037112 0.848515 3.631122 0.201 0.106 0.044
C -2.746531 1.130942 4.959626 -0.036 -0.033 0.002
C -1.839620 2.129586 5.274217 0.038 0.010 0.072
C -1.221721 2.861636 4.266828 0.011 -0.051 -0.039
C -1.509033 2.593325 2.940368 0.033 -0.114 0.114
C -4.045049 0.100428 0.615082 0.203 -0.246 0.043
C -3.882491 -0.852245 -0.386471 -0.127 -0.081 0.115
C -4.913094 -1.737912 -0.668618 0.073 0.011 -0.024
C -6.100530 -1.671687 0.042542 -0.066 -0.028 0.010
C -6.276033 -0.701692 1.022596 0.053 0.010 0.000
C -5.256599 0.193195 1.302647 0.050 -0.089 -0.018
C -1.319365 0.878461 -0.072851 0.071 0.012 -0.071
C -0.286134 -0.048981 -0.079773 0.154 -0.163 -0.151
N 0.347855 0.144847 -1.264338 1.292 -0.071 -0.275
N -0.213918 1.144463 -1.919393 0.037 -0.065 0.036
N -1.216196 1.595614 -1.222836 0.316 -0.494 -0.242
P 0.332203 -1.341465 0.982367 -0.888 0.356 0.717
Se 2.094263 -2.202017 0.067261 0.342 0.306 -1.405
C 0.776821 -0.687679 2.598675 0.052 0.034 -0.052
C 0.363495 -1.293661 3.783268 0.088 -0.021 -0.020
C 0.875845 -0.848239 4.993652 -0.035 -0.005 -0.004
C 1.800481 0.183253 5.020981 0.022 0.006 0.008
C 2.204404 0.792136 3.839283 -0.016 0.034 -0.046
C 1.697962 0.362090 2.625735 -0.047 -0.016 0.081
C -0.965180 -2.564789 1.220709 0.091 -0.170 -0.074
C -0.872750 -3.823787 0.633582 -0.039 0.026 0.006
C -1.885946 -4.751550 0.832009 0.005 0.014 -0.020
C -2.982355 -4.428396 1.619039 0.043 -0.002 -0.021
C -3.077396 -3.171378 2.201934 -0.017 -0.019 -0.013
C -2.074161 -2.240150 2.002744 0.006 0.117 0.007
H -3.758010 0.079030 3.391082 0.011 -0.044 -0.002
H -3.235745 0.571622 5.746484 -0.002 0.013 0.010
H -1.615605 2.344982 6.311188 -0.014 0.012 -0.004
H -0.523201 3.649654 4.515100 0.000 0.002 0.017
H -1.055459 3.180445 2.151016 -0.037 -0.001 -0.023
H -2.959540 -0.899847 -0.950449 0.012 -0.013 0.005
H -4.785453 -2.478285 -1.447783 -0.019 -0.009 -0.001
H -6.901595 -2.366132 -0.175790 0.002 0.009 -0.012
H -7.213161 -0.630872 1.558596 -0.005 -0.009 -0.010
H -5.407306 0.973258 2.038072 -0.006 0.032 -0.037
H -0.328304 -2.123281 3.769794 0.007 -0.006 0.022
H 0.560499 -1.321074 5.914276 0.003 -0.003 -0.014
H 2.224686 0.501227 5.964758 -0.049 0.038 -0.005
H 2.927840 1.596955 3.860104 -0.012 0.002 0.021
H 2.045786 0.806487 1.702310 -0.055 0.031 0.049
H -0.007019 -4.075790 0.035230 -0.024 -0.037 -0.020
H -1.811560 -5.729500 0.375652 -0.004 -0.009 0.021
H -3.761905 -5.160331 1.785213 -0.007 0.014 -0.021
H -3.934954 -2.916538 2.811182 0.000 0.019 -0.019
H -2.150093 -1.263824 2.467103 0.013 -0.033 -0.012
Cl 4.438648 -1.333128 -2.932166 -0.062 0.323 -0.379
C 5.784004 -2.487916 -2.673076 0.092 -0.162 0.436
Cl 7.115338 -1.748755 -1.808382 -0.037 0.009 0.006
H 6.114126 -2.776269 -3.663005 -0.075 0.025 -0.042
H 5.411776 -3.330343 -2.103550 -0.060 -0.005 -0.033
C -0.389999 -3.151678 -4.218930 0.245 -0.109 -0.066
C 0.484690 -1.942181 -4.078763 -0.359 0.317 -0.528
O 1.434052 -2.011156 -3.286722 0.367 0.886 1.132
C 0.197065 -0.737032 -4.872813 0.040 -0.169 0.126
C 1.005397 0.394400 -4.767006 0.155 0.076 0.074
C 0.687987 1.558862 -5.437556 0.035 -0.037 -0.019
C -0.436911 1.597991 -6.250771 0.027 -0.037 0.018
C -1.212131 0.458054 -6.424399 0.018 -0.056 -0.039
C -0.898403 -0.702467 -5.740903 -0.107 0.029 0.024
H -0.086738 -3.897872 -3.490451 -0.007 -0.008 0.009
H -0.293752 -3.569494 -5.223213 -0.034 0.017 0.004
H -1.436012 -2.884823 -4.069968 0.020 0.025 0.023
H 1.917049 0.377293 -4.177740 -0.018 0.005 0.031
H 1.321341 2.428205 -5.329698 -0.037 0.017 0.021
H -0.704989 2.515146 -6.758457 0.028 -0.019 -0.030
H -2.055276 0.470543 -7.101428 -0.033 0.031 0.056
H -1.512797 -1.580248 -5.884296 -0.030 0.021 0.026
I 6.721851 6.684312 0.939142 -0.015 -0.044 -0.016
C 5.687310 4.998851 0.280105 0.067 0.088 0.048
C 5.311234 4.906401 -1.053040 -0.050 -0.087 -0.031
C 4.612506 3.790147 -1.483856 0.002 0.016 -0.100
C 4.280738 2.784310 -0.584742 -0.046 -0.090 0.022
C 4.675559 2.881822 0.745100 -0.035 -0.036 0.071
C 5.384783 3.987448 1.183378 -0.054 -0.065 -0.040
C 3.493517 1.614204 -1.035108 0.253 0.633 -0.182
O 3.355457 1.361132 -2.262648 -0.650 -0.654 -0.556
O 2.941288 0.850512 -0.193796 -0.637 -1.441 -1.039
H 5.557348 5.696671 -1.748175 0.003 -0.003 0.010
H 4.314462 3.693963 -2.519499 -0.009 0.032 0.011
H 4.430715 2.078391 1.428642 0.008 0.036 0.025
H 5.697643 4.063846 2.215273 0.000 0.005 -0.007
```
Positions in Å, forces in eV/Å.

Calculated values
Charge: +1
HOMO (alpha / beta), eV: -9.14 / -9.14
E_tot, eV: -239711.24626
Orbital gap (alpha / beta), eV: 4.775 / 4.668
Spin multiplicity: 2